# C4H9NS

One molecule with the formula C4H9NS (the ωB97M-V functional and the def2-TZVPD basis, the OMol25 dataset).

Kohn-Sham gap	9.7589	eV
highest occupied orbital energy	-8.8	eV
calculated total energy	-610.58351	Ha
structure (SMILES)	SCC[C@@H]1CN1
ΔE to the lowest compared entry with this formula, charge and spin	4.631	eV
lowest unoccupied orbital energy	0.96	eV

Geometry as XYZ:
```
15
C4H9NS (the ωB97M-V functional and the def2-TZVPD basis)
S -2.414 -0.416 -0.160
C -1.064 0.425 0.721
C 0.116 1.013 0.037
C 1.180 -0.074 -0.322
C 2.442 -0.809 0.436
N 2.499 0.207 -0.585
H -2.563 0.270 -1.270
H -0.612 -0.416 1.399
H -1.444 1.270 1.211
H -0.129 1.525 -0.786
H 1.052 1.462 0.591
H 0.835 -0.527 -1.292
H 2.745 -0.615 1.385
H 2.401 -2.053 0.194
H 2.802 0.957 -0.013
```